Run a
Below is 2 unconnected molecules or ions with the total composition C4H14N2O, with properties calculated with ωB97M-V/def2-TZVPD.

Geometry (Å):
C -1.599 0.804 0.910
C -0.996 1.145 -0.516
C 0.486 1.071 -0.375
C 1.195 0.827 -1.538
N 2.672 0.643 -1.357
N -1.810 -0.752 0.985
H -0.963 0.843 1.773
H -2.546 1.277 1.174
H -1.443 0.629 -1.430
H -1.302 2.196 -0.629
H 1.021 1.318 0.597
H 0.715 0.471 -2.456
H 2.842 -0.284 -1.900
H 3.051 1.528 -1.870
H 2.875 0.608 -0.371
H -1.927 -1.095 1.941
H -2.590 -1.080 0.383
H -0.863 -1.104 0.658
H 0.616 -3.746 1.022
H 0.329 -2.476 1.960
O 0.235 -2.823 1.039

Calculated values
* net charge: +2
* frontier orbital gap: 0.4085 hartree

Charges computed using natural (NBO), reported in e: atom 1 (C): -0.190, atom 2 (C): -0.504, atom 3 (C): -0.168, atom 4 (C): -0.069, atom 5 (N): -0.715, atom 6 (N): -0.703, atom 7 (H): 0.220, atom 8 (H): 0.258, atom 9 (H): 0.271, atom 10 (H): 0.290, atom 11 (H): 0.242, atom 12 (H): 0.260, atom 13 (H): 0.483, atom 14 (H): 0.487, atom 15 (H): 0.456, atom 16 (H): 0.448, atom 17 (H): 0.458, atom 18 (H): 0.463, atom 19 (H): 0.528, atom 20 (H): 0.480, atom 21 (O): -0.997

Run b
Below is a gas-phase ion, C4H14N2O (charge +2), with properties calculated with ωB97M-V/def2-TZVPD.

Geometry (Å):
C -0.863 -1.076 0.709
O -0.329 -2.373 1.338
C 0.349 -0.685 -0.165
C 0.538 0.789 -0.149
C -0.747 1.475 -0.727
N -0.614 2.959 -1.125
N 1.602 -1.396 0.212
H -1.270 -0.341 1.416
H -1.753 -1.129 0.068
H -0.854 -2.377 2.264
H 0.254 -1.002 -1.332
H 0.392 1.155 0.904
H 1.354 1.237 -0.844
H -0.839 0.857 -1.664
H -1.632 1.392 -0.149
H -1.410 3.541 -1.083
H 0.211 3.519 -0.745
H -0.233 2.982 -2.095
H 2.414 -1.487 -0.516
H 1.414 -2.372 0.432
H 2.006 -0.956 1.017

Calculated values
* net charge: +2
* structure (SMILES): [NH3+]CC[C@@H]([NH3+])CO
* frontier orbital gap: 0.4256 hartree

Charges computed using natural (NBO), reported in e: atom 1 (C): -0.115, atom 2 (O): -0.745, atom 3 (C): -0.080, atom 4 (C): -0.452, atom 5 (C): -0.209, atom 6 (N): -0.690, atom 7 (N): -0.678, atom 8 (H): 0.212, atom 9 (H): 0.224, atom 10 (H): 0.530, atom 11 (H): 0.241, atom 12 (H): 0.252, atom 13 (H): 0.250, atom 14 (H): 0.234, atom 15 (H): 0.241, atom 16 (H): 0.466, atom 17 (H): 0.463, atom 18 (H): 0.456, atom 19 (H): 0.469, atom 20 (H): 0.489, atom 21 (H): 0.443

Q: Which of them is the least stable? A: run b.

Run a
Below is 2 unconnected molecules or ions with the total composition C4H14N2O, with properties calculated with ωB97M-V/def2-TZVPD.

Geometry (Å):
C 1.019 -0.790 1.022
C -0.343 -0.828 0.241
C -1.201 0.349 -0.156
C -1.684 1.312 0.649
N -2.356 2.556 0.223
N 2.213 -0.292 0.259
H 0.807 -0.170 1.946
H 1.297 -1.818 1.610
H -0.211 -1.515 -0.605
H -1.104 -1.426 0.950
H -1.639 0.277 -1.198
H -1.454 1.276 1.660
H -3.336 2.286 0.077
H -2.213 3.351 0.864
H -1.839 2.833 -0.639
H 2.952 0.031 1.002
H 2.632 -1.093 -0.247
H 1.990 0.474 -0.293
H 1.598 -1.538 -2.636
H 1.432 -2.984 -1.883
O 1.668 -2.010 -1.814

Calculated values
* net charge: +2
* frontier orbital gap: 0.4078 hartree

Charges computed using natural (NBO), reported in e: atom 1 (C): -0.258, atom 2 (C): -0.511, atom 3 (C): -0.137, atom 4 (C): -0.087, atom 5 (N): -0.696, atom 6 (N): -0.686, atom 7 (H): 0.238, atom 8 (H): 0.286, atom 9 (H): 0.277, atom 10 (H): 0.291, atom 11 (H): 0.244, atom 12 (H): 0.222, atom 13 (H): 0.475, atom 14 (H): 0.473, atom 15 (H): 0.464, atom 16 (H): 0.464, atom 17 (H): 0.491, atom 18 (H): 0.430, atom 19 (H): 0.505, atom 20 (H): 0.526, atom 21 (O): -1.013

Run b
Below is 3 unconnected molecules or ions with the total composition C4H14N2O, with properties calculated with ωB97M-V/def2-TZVPD.

Geometry (Å):
C -0.956 -0.666 0.113
C 0.388 -0.017 -0.097
C 0.424 1.317 0.640
C 1.514 1.798 1.193
N 1.595 3.113 1.892
N -1.044 -2.114 -0.186
H -1.780 -0.160 -0.390
H -1.111 -0.577 1.193
H 0.587 0.280 -1.140
H 1.212 -0.678 0.197
H -0.603 1.634 0.819
H 2.482 1.323 1.170
H 2.421 3.582 1.511
H 1.738 3.005 2.898
H 0.849 3.791 1.735
H -0.389 -2.818 0.150
H -1.125 -2.090 -1.605
H -1.962 -2.512 0.035
H -1.900 -2.335 -3.844
H -0.911 -3.328 -3.260
O -1.430 -2.548 -3.022

Calculated values
* net charge: +2
* frontier orbital gap: 0.4445 hartree

Charges computed using natural (NBO), reported in e: atom 1 (C): -0.227, atom 2 (C): -0.460, atom 3 (C): -0.123, atom 4 (C): -0.070, atom 5 (N): -0.684, atom 6 (N): -0.764, atom 7 (H): 0.237, atom 8 (H): 0.216, atom 9 (H): 0.253, atom 10 (H): 0.241, atom 11 (H): 0.236, atom 12 (H): 0.243, atom 13 (H): 0.458, atom 14 (H): 0.460, atom 15 (H): 0.459, atom 16 (H): 0.442, atom 17 (H): 0.516, atom 18 (H): 0.440, atom 19 (H): 0.542, atom 20 (H): 0.521, atom 21 (O): -0.936

Run c
Below is 2 unconnected molecules or ions with the total composition C4H14N2O, with properties calculated with ωB97M-V/def2-TZVPD.

Geometry (Å):
C 0.788 1.599 -0.024
C -0.452 1.011 -0.677
C -0.146 -0.277 -1.559
C -1.923 -1.988 -1.485
N -0.859 -1.455 -1.039
N 0.807 1.536 1.470
H 1.695 1.121 -0.391
H 0.926 2.629 -0.357
H -1.195 0.698 0.063
H -0.925 1.708 -1.363
H -0.394 -0.085 -2.599
H 0.910 -0.537 -1.507
H -2.610 -1.509 -2.178
H -2.267 -2.898 -1.001
H -0.394 -1.856 -0.235
H -0.119 1.323 1.847
H 1.177 2.333 2.000
H 1.247 0.629 1.741
H 0.731 -1.169 3.023
H 1.889 -1.709 2.136
O 1.115 -1.104 2.135

Calculated values
* net charge: +2
* frontier orbital gap: 0.4356 hartree

Charges computed using natural (NBO), reported in e: atom 1 (C): -0.245, atom 2 (C): -0.435, atom 3 (C): -0.238, atom 4 (C): 0.158, atom 5 (N): -0.394, atom 6 (N): -0.695, atom 7 (H): 0.234, atom 8 (H): 0.265, atom 9 (H): 0.222, atom 10 (H): 0.275, atom 11 (H): 0.259, atom 12 (H): 0.238, atom 13 (H): 0.250, atom 14 (H): 0.246, atom 15 (H): 0.443, atom 16 (H): 0.432, atom 17 (H): 0.467, atom 18 (H): 0.475, atom 19 (H): 0.513, atom 20 (H): 0.525, atom 21 (O): -0.996

Q: Which of them is the least stable? A: run a.

Run a
Below is 8 unconnected molecules or ions with the total composition C32H40N8, with properties calculated with ωB97M-V/def2-TZVPD.

Geometry (Å):
N -2.954 0.882 14.686
C -3.619 -0.357 14.811
C -2.985 -1.196 13.890
C -1.990 -0.485 13.228
C -1.948 0.792 13.737
H -3.186 1.720 15.200
H -4.398 -0.586 15.523
H -3.192 -2.237 13.692
H -1.413 -0.854 12.393
H -1.297 1.643 13.599
N -4.473 -6.646 21.912
C -4.245 -5.440 21.308
C -5.359 -5.131 20.438
C -6.317 -6.169 20.690
C -5.775 -7.062 21.594
H -3.775 -7.090 22.493
H -3.312 -4.923 21.480
H -5.551 -4.323 19.749
H -7.320 -6.238 20.297
H -6.211 -7.965 21.994
N -5.843 -2.701 17.454
C -6.549 -2.117 18.402
C -5.653 -1.463 19.306
C -4.374 -1.820 18.920
C -4.523 -2.605 17.770
H -6.231 -3.293 16.732
H -7.619 -2.253 18.360
H -5.903 -0.923 20.208
H -3.467 -1.443 19.367
H -3.751 -3.024 17.143
N -5.862 -4.531 14.500
C -4.595 -4.985 14.819
C -4.606 -5.949 15.797
C -5.936 -6.096 16.219
C -6.652 -5.076 15.485
H -6.181 -3.776 13.909
H -3.758 -4.556 14.288
H -3.731 -6.447 16.188
H -6.214 -6.779 17.008
H -7.675 -4.752 15.602
N -9.906 1.000 19.860
C -9.000 0.293 19.086
C -7.878 1.095 18.937
C -7.958 2.113 19.870
C -9.179 1.995 20.506
H -10.841 0.739 20.138
H -9.242 -0.711 18.770
H -7.082 0.877 18.240
H -7.186 2.840 20.075
H -9.630 2.506 21.344
N 1.675 0.855 18.156
C 1.423 0.663 16.875
C 0.072 0.364 16.734
C -0.523 0.340 17.994
C 0.556 0.566 18.847
H 2.581 1.031 18.567
H 2.279 0.817 16.235
H -0.508 0.183 15.841
H -1.543 0.122 18.272
H 0.497 0.657 19.921
N -9.416 -4.287 21.623
C -9.140 -3.852 20.362
C -10.039 -4.439 19.487
C -10.962 -5.124 20.319
C -10.629 -4.913 21.630
H -8.881 -3.992 22.428
H -8.266 -3.260 20.135
H -9.870 -4.462 18.421
H -11.790 -5.773 20.077
H -11.091 -5.224 22.556
N 0.065 -3.025 16.856
C 1.407 -3.363 17.000
C 1.580 -4.719 16.991
C 0.299 -5.261 16.759
C -0.643 -4.211 16.676
H -0.318 -2.092 16.816
H 2.113 -2.570 17.199
H 2.495 -5.289 17.064
H 0.010 -6.294 16.633
H -1.720 -4.226 16.604

Calculated values
* structure (SMILES): c1cc[nH]c1.c1cc[nH]c1.c1cc[nH]c1.c1cc[nH]c1.c1cc[nH]c1.c1cc[nH]c1.c1cc[nH]c1.c1cc[nH]c1
* frontier orbital gap: 0.3081 hartree

Charges computed using Mulliken, reported in e: atom 1 (N): 0.055, atom 2 (C): -0.908, atom 3 (C): 0.446, atom 4 (C): -0.756, atom 5 (C): -0.653, atom 6 (H): 0.214, atom 7 (H): 0.419, atom 8 (H): 0.343, atom 9 (H): 0.415, atom 10 (H): 0.416, atom 11 (N): 0.015, atom 12 (C): -0.754, atom 13 (C): 0.413, atom 14 (C): -0.714, atom 15 (C): -0.738, atom 16 (H): 0.197, atom 17 (H): 0.413, atom 18 (H): 0.360, atom 19 (H): 0.444, atom 20 (H): 0.409, atom 21 (N): 0.569, atom 22 (C): -0.739, atom 23 (C): -0.362, atom 24 (C): -1.066, atom 25 (C): -0.668, atom 26 (H): 0.155, atom 27 (H): 0.566, atom 28 (H): 0.480, atom 29 (H): 0.518, atom 30 (H): 0.531, atom 31 (N): 0.006, atom 32 (C): -0.580, atom 33 (C): -0.240, atom 34 (C): -0.233, atom 35 (C): -1.345, atom 36 (H): 0.272, atom 37 (H): 0.473, atom 38 (H): 0.468, atom 39 (H): 0.503, atom 40 (H): 0.593, atom 41 (N): -0.028, atom 42 (C): -0.572, atom 43 (C): -0.181, atom 44 (C): -0.603, atom 45 (C): -0.523, atom 46 (H): 0.219, atom 47 (H): 0.389, atom 48 (H): 0.577, atom 49 (H): 0.385, atom 50 (H): 0.395, atom 51 (N): 0.088, atom 52 (C): -0.992, atom 53 (C): 0.026, atom 54 (C): -0.311, atom 55 (C): -0.691, atom 56 (H): 0.206, atom 57 (H): 0.409, atom 58 (H): 0.488, atom 59 (H): 0.420, atom 60 (H): 0.405, atom 61 (N): 0.025, atom 62 (C): -0.703, atom 63 (C): -0.281, atom 64 (C): -0.689, atom 65 (C): -0.497, atom 66 (H): 0.255, atom 67 (H): 0.622, atom 68 (H): 0.460, atom 69 (H): 0.397, atom 70 (H): 0.408, atom 71 (N): 0.217, atom 72 (C): -0.216, atom 73 (C): -0.846, atom 74 (C): -0.303, atom 75 (C): -0.574, atom 76 (H): 0.204, atom 77 (H): 0.353, atom 78 (H): 0.392, atom 79 (H): 0.394, atom 80 (H): 0.340

Run b
Below is 8 unconnected molecules or ions with the total composition C32H40N8, with properties calculated with ωB97M-V/def2-TZVPD.

Geometry (Å):
N -4.637 5.202 5.065
C -3.893 4.899 6.193
C -2.709 4.239 5.868
C -2.724 4.181 4.406
C -3.888 4.805 3.966
H -5.602 5.500 5.073
H -4.288 5.073 7.183
H -1.956 3.875 6.552
H -2.006 3.698 3.760
H -4.335 5.077 3.021
N -1.050 -4.123 8.786
C -0.793 -3.697 7.503
C -0.330 -4.784 6.791
C -0.241 -5.848 7.645
C -0.690 -5.454 8.872
H -1.509 -3.534 9.467
H -0.908 -2.645 7.285
H 0.039 -4.744 5.777
H 0.068 -6.833 7.328
H -0.789 -5.950 9.827
N 0.759 5.400 -1.339
C 0.992 4.374 -2.208
C 0.037 4.478 -3.277
C -0.737 5.609 -3.012
C -0.208 6.264 -1.873
H 1.422 5.621 -0.610
H 1.831 3.696 -2.151
H -0.035 3.813 -4.125
H -1.500 5.960 -3.690
H -0.528 7.179 -1.396
N -1.538 -0.871 -9.149
C -2.418 0.001 -8.585
C -2.219 -0.057 -7.220
C -1.233 -0.969 -6.927
C -0.839 -1.526 -8.088
H -1.396 -1.029 -10.136
H -3.085 0.530 -9.249
H -2.813 0.553 -6.555
H -0.907 -1.311 -5.956
H -0.113 -2.299 -8.291
N 7.187 -3.212 -6.405
C 7.533 -3.587 -5.107
C 6.405 -3.784 -4.343
C 5.291 -3.584 -5.184
C 5.778 -3.237 -6.443
H 7.865 -3.010 -7.126
H 8.563 -3.689 -4.797
H 6.273 -3.998 -3.293
H 4.264 -3.696 -4.871
H 5.315 -2.955 -7.377
N -1.355 -0.176 0.976
C -0.797 -0.286 -0.233
C 0.292 -1.125 -0.137
C 0.270 -1.663 1.176
C -0.817 -1.095 1.798
H -2.070 0.482 1.252
H -1.170 0.264 -1.085
H 1.101 -1.410 -0.793
H 0.971 -2.404 1.530
H -1.143 -1.096 2.828
N 7.555 -1.825 3.726
C 7.512 -3.203 3.578
C 6.202 -3.541 3.881
C 5.542 -2.325 4.112
C 6.383 -1.258 4.028
H 8.296 -1.201 3.440
H 8.362 -3.855 3.441
H 5.739 -4.515 3.936
H 4.479 -2.267 4.295
H 6.314 -0.183 4.103
N -7.908 2.577 -2.315
C -6.618 3.056 -2.569
C -5.700 2.538 -1.652
C -6.525 1.679 -0.835
C -7.843 1.760 -1.268
H -8.753 2.700 -2.855
H -6.351 3.809 -3.295
H -4.643 2.741 -1.565
H -6.281 1.010 -0.023
H -8.749 1.211 -1.058

Calculated values
* structure (SMILES): c1cc[nH]c1.c1cc[nH]c1.c1cc[nH]c1.c1cc[nH]c1.c1cc[nH]c1.c1cc[nH]c1.c1cc[nH]c1.c1cc[nH]c1
* frontier orbital gap: 0.3097 hartree

Charges computed using Mulliken, reported in e: atom 1 (N): -0.029, atom 2 (C): -0.454, atom 3 (C): -0.422, atom 4 (C): -0.412, atom 5 (C): -0.460, atom 6 (H): 0.223, atom 7 (H): 0.358, atom 8 (H): 0.382, atom 9 (H): 0.423, atom 10 (H): 0.390, atom 11 (N): -0.012, atom 12 (C): -0.400, atom 13 (C): -0.397, atom 14 (C): -0.351, atom 15 (C): -0.534, atom 16 (H): 0.204, atom 17 (H): 0.365, atom 18 (H): 0.390, atom 19 (H): 0.369, atom 20 (H): 0.366, atom 21 (N): -0.035, atom 22 (C): -0.518, atom 23 (C): -0.273, atom 24 (C): -0.394, atom 25 (C): -0.552, atom 26 (H): 0.228, atom 27 (H): 0.377, atom 28 (H): 0.428, atom 29 (H): 0.384, atom 30 (H): 0.358, atom 31 (N): -0.013, atom 32 (C): -0.365, atom 33 (C): -0.443, atom 34 (C): -0.403, atom 35 (C): -0.486, atom 36 (H): 0.191, atom 37 (H): 0.362, atom 38 (H): 0.393, atom 39 (H): 0.404, atom 40 (H): 0.362, atom 41 (N): -0.020, atom 42 (C): -0.574, atom 43 (C): -0.288, atom 44 (C): -0.296, atom 45 (C): -0.488, atom 46 (H): 0.208, atom 47 (H): 0.348, atom 48 (H): 0.372, atom 49 (H): 0.377, atom 50 (H): 0.361, atom 51 (N): 0.073, atom 52 (C): -0.721, atom 53 (C): -0.259, atom 54 (C): -0.335, atom 55 (C): -0.544, atom 56 (H): 0.217, atom 57 (H): 0.413, atom 58 (H): 0.379, atom 59 (H): 0.400, atom 60 (H): 0.377, atom 61 (N): -0.025, atom 62 (C): -0.559, atom 63 (C): -0.289, atom 64 (C): -0.449, atom 65 (C): -0.371, atom 66 (H): 0.215, atom 67 (H): 0.349, atom 68 (H): 0.383, atom 69 (H): 0.393, atom 70 (H): 0.353, atom 71 (N): 0.001, atom 72 (C): -0.580, atom 73 (C): -0.389, atom 74 (C): -0.380, atom 75 (C): -0.368, atom 76 (H): 0.210, atom 77 (H): 0.352, atom 78 (H): 0.447, atom 79 (H): 0.359, atom 80 (H): 0.348

Q: Which of them is the least stable? A: run b.